1.
{"formula": "C28H30BCl2CoN10O4S", "method": "wB97M-V/def2-TZVPD", "de_lowest_kj_mol": 67.4, "energy_ha": -4659.04719, "largest_force_ha_per_bohr": 0.047, "charge": 2, "homo_lumo_gap_ev": [5.484, 5.370], "elements": ["Co", "C", "C", "N", "C", "C", "N", "C", "C", "C", "C", "C", "N", "C", "C", "N", "C", "C", "N", "C", "C", "C", "N", "C", "C", "H", "H", "H", "H", "H", "H", "H", "H", "H", "H", "H", "H", "C", "C", "S", "O", "O", "C", "C", "N", "C", "N", "C", "C", "N", "O", "O", "C", "H", "H", "H", "H", "H", "H", "H", "H", "H", "H", "H", "H", "H", "B", "C", "N", "H", "H", "H", "Cl", "C", "Cl", "H", "H"], "xyz": [[0.1323, -0.8461, -1.2544], [-3.4583, -0.6128, -3.4991], [-2.4962, -1.0723, -2.5961], [-1.3590, -0.4060, -2.4472], [-1.1630, 0.7137, -3.1838], [-2.1348, 1.1400, -4.0667], [-3.2782, 0.4766, -4.2245], [0.1314, 1.3709, -2.9261], [0.6765, 2.4597, -3.5722], [1.9468, 2.9154, -3.1936], [2.6346, 2.2343, -2.1787], [2.0396, 1.1474, -1.5768], [0.8112, 0.7615, -1.9453], [2.6032, 0.2515, -0.5514], [3.8145, 0.4073, 0.0917], [4.2502, -0.4729, 0.9918], [3.4782, -1.5127, 1.2528], [2.2468, -1.6960, 0.6210], [1.8179, -0.8131, -0.2664], [2.5590, 4.0799, -3.8671], [3.5730, 4.8069, -3.2481], [4.1460, 5.8900, -3.9067], [3.6716, 6.2108, -5.0944], [2.7551, 5.5436, -5.7672], [2.1471, 4.4590, -5.1424], [-4.3854, -1.1566, -3.6282], [-2.6365, -1.9777, -2.0213], [-2.0029, 2.0334, -4.6647], [0.1077, 2.9555, -4.3447], [3.6368, 2.5173, -1.8933], [4.4580, 1.2538, -0.1136], [3.8340, -2.2350, 1.9765], [1.6250, -2.5594, 0.8092], [3.9177, 4.5880, -2.2449], [4.9291, 6.4992, -3.4746], [2.4998, 5.8687, -6.7674], [1.3906, 3.9189, -5.6978], [-1.7564, -2.1720, 8.2892], [-1.5517, -1.0585, 7.2675], [-2.2375, -1.5508, 5.7078], [-1.3611, -2.5182, 5.0821], [-3.6309, -1.8625, 5.8668], [-2.1438, -0.0930, 4.6688], [-2.9027, -0.4289, 3.3798], [-2.1574, -0.0498, 2.1658], [-1.4714, -0.9184, 1.3988], [-0.9670, -0.2797, 0.3326], [-1.3448, 1.0342, 0.4255], [-2.0736, 1.1806, 1.5517], [-2.6227, 2.4102, 2.0637], [-3.0924, 2.3946, 3.1808], [-2.5404, 3.3692, 1.3307], [-1.3649, -2.3656, 1.7103], [-1.3209, -1.8667, 9.2385], [-1.2698, -3.0915, 7.9678], [-2.8159, -2.3683, 8.4387], [-0.4959, -0.8522, 7.0879], [-2.0620, -0.1388, 7.5568], [-1.0848, 0.0818, 4.4792], [-2.5729, 0.7676, 5.1757], [-3.8696, 0.0618, 3.3627], [-3.0788, -1.4989, 3.2971], [-1.0825, 1.7927, -0.2904], [-2.2715, -2.8923, 1.4003], [-1.2197, -2.5351, 2.7784], [-0.5472, -2.8073, 1.1525], [-1.9356, -4.7881, -1.2848], [-0.9274, -3.6158, -1.3049], [-0.2204, -2.6902, -1.2476], [-2.7387, -4.5330, -2.1572], [-2.4277, -4.7299, -0.1770], [-1.3391, -5.8143, -1.4747], [2.4720, -1.7075, -3.4870], [3.6577, -2.9704, -3.0112], [3.0387, -4.0309, -1.7591], [4.5401, -2.4601, -2.6452], [3.8712, -3.5470, -3.9030]]}


2.
{"formula": "C46H92Cl2IO23P", "method": "wB97M-V/def2-TZVPD", "energy_ha": -5097.83518, "largest_force_ha_per_bohr": 0.086, "smiles": "CCCCCCCP(Cl)(CCCCl)(CCCCOC=O)[C@H](I)CC.CCOC(=O)OC.CCOC(=O)OC.CCOC(=O)OC.CCOC(=O)OC.CCOC(=O)OC.CCOC(=O)OC.CCOC(=O)OC", "homo_lumo_gap_ev": 9.369, "elements": ["C", "C", "C", "C", "C", "C", "C", "P", "Cl", "C", "C", "C", "Cl", "C", "C", "C", "C", "O", "C", "O", "C", "I", "C", "C", "H", "H", "H", "H", "H", "H", "H", "H", "H", "H", "H", "H", "H", "H", "H", "H", "H", "H", "H", "H", "H", "H", "H", "H", "H", "H", "H", "H", "H", "H", "H", "H", "H", "H", "H", "H", "C", "C", "O", "C", "O", "O", "C", "H", "H", "H", "H", "H", "H", "H", "H", "C", "C", "O", "C", "O", "O", "C", "H", "H", "H", "H", "H", "H", "H", "H", "C", "C", "O", "C", "O", "O", "C", "H", "H", "H", "H", "H", "H", "H", "H", "C", "C", "O", "C", "O", "O", "C", "H", "H", "H", "H", "H", "H", "H", "H", "C", "C", "O", "C", "O", "O", "C", "H", "H", "H", "H", "H", "H", "H", "H", "C", "C", "O", "C", "O", "O", "C", "H", "H", "H", "H", "H", "H", "H", "H", "C", "C", "O", "C", "O", "O", "C", "H", "H", "H", "H", "H", "H", "H", "H"], "xyz": [[8.3908, 2.8146, 0.4818], [6.8238, 3.1189, 0.6341], [5.9218, 2.6615, -0.6062], [6.3626, 1.2781, -1.2895], [5.1630, 0.2657, -1.5914], [3.9408, 0.9476, -2.4171], [2.7475, -0.0933, -2.6872], [1.0809, 0.4106, -1.8976], [2.1872, 0.5448, -0.0064], [0.7599, 2.2702, -1.7316], [1.2349, 3.1675, -2.9703], [1.0197, 4.7122, -2.5231], [2.4508, 5.4076, -1.6200], [-0.0971, -0.7539, -0.9847], [-0.9270, 0.0601, 0.1589], [-2.2354, -0.8356, 0.5476], [-3.4622, 0.1978, 0.7525], [-3.2274, 1.0586, 1.9203], [-3.0042, 2.3910, 1.5201], [-3.1150, 3.3228, 2.3437], [0.1747, 0.2564, -3.5642], [-1.9231, 0.8992, -3.5295], [0.1530, -1.2641, -4.1650], [0.0534, -1.2396, -5.7634], [8.6118, 1.8405, 1.0553], [8.7612, 2.7908, -0.5923], [8.9612, 3.6503, 1.0179], [6.4132, 2.7147, 1.6186], [6.7207, 4.2666, 0.6988], [5.8484, 3.4413, -1.4426], [4.8403, 2.5082, -0.2323], [6.8950, 1.5050, -2.2870], [7.1352, 0.6875, -0.6690], [4.7804, -0.2937, -0.6699], [5.5729, -0.5427, -2.3066], [3.6170, 1.9465, -1.9773], [4.4053, 1.2019, -3.4447], [2.6907, -0.2572, -3.8108], [3.0358, -1.0812, -2.1640], [-0.3369, 2.5396, -1.4994], [1.3432, 2.6578, -0.8171], [2.2839, 2.9566, -3.3497], [0.4879, 3.0099, -3.8334], [0.6855, 5.3430, -3.4119], [0.1269, 4.7085, -1.7948], [0.5617, -1.4990, -0.4063], [-0.8881, -1.2574, -1.6228], [-0.3462, 0.1794, 1.1252], [-1.3374, 1.0240, -0.2796], [-2.5520, -1.5433, -0.2843], [-2.0878, -1.3576, 1.5617], [-3.6161, 0.8574, -0.1629], [-4.4563, -0.3584, 0.9186], [-2.6710, 2.6698, 0.4648], [0.6663, 0.8754, -4.4048], [-0.8377, -1.7156, -3.7833], [0.9791, -1.9208, -3.7405], [0.4967, -0.3031, -6.2368], [0.4462, -2.2147, -6.2053], [-1.0722, -1.2193, -6.0158], [-1.6223, -5.8168, 3.5515], [-0.4794, -6.4633, 2.7919], [0.1557, -5.5282, 1.9098], [0.9598, -4.6302, 2.4999], [1.1931, -4.5508, 3.6807], [1.4424, -3.8145, 1.5480], [2.2342, -2.7400, 2.0576], [-2.3301, -5.3541, 2.8587], [-2.1496, -6.5563, 4.1577], [-1.2636, -5.0263, 4.2137], [-0.8728, -7.2658, 2.1635], [0.2537, -6.9129, 3.4672], [3.0429, -3.1080, 2.6919], [1.6014, -2.0407, 2.6085], [2.6738, -2.2145, 1.2090], [-5.0929, 6.4481, -8.1399], [-3.8204, 7.0233, -7.5472], [-3.7367, 6.7626, -6.1395], [-3.4123, 5.5057, -5.7999], [-3.1829, 4.5987, -6.5604], [-3.4115, 5.4244, -4.4580], [-3.1834, 4.1049, -3.9641], [-5.9684, 6.8145, -7.5976], [-5.1861, 6.7223, -9.1927], [-5.1086, 5.3586, -8.0686], [-3.8286, 8.1098, -7.6626], [-2.9296, 6.6514, -8.0602], [-2.2668, 3.6806, -4.3745], [-4.0401, 3.4678, -4.1967], [-3.0802, 4.1649, -2.8796], [-3.4697, 14.1920, -6.0413], [-2.5413, 13.8227, -4.8998], [-3.0742, 12.7427, -4.1230], [-2.9856, 11.5268, -4.6844], [-2.4993, 11.2720, -5.7590], [-3.5562, 10.6412, -3.8516], [-3.6224, 9.3169, -4.3806], [-4.4730, 14.4076, -5.6652], [-3.0944, 15.0672, -6.5759], [-3.5680, 13.3722, -6.7558], [-2.4458, 14.6750, -4.2231], [-1.5366, 13.5800, -5.2561], [-2.6389, 8.9663, -4.6978], [-4.3288, 9.2838, -5.2125], [-3.9850, 8.6571, -3.5920], [-6.1968, -5.2137, -5.7501], [-5.1450, -4.2363, -6.2396], [-4.2530, -3.8575, -5.1831], [-3.3405, -4.7786, -4.8378], [-3.2055, -5.8690, -5.3343], [-2.6145, -4.2842, -3.8199], [-1.6712, -5.2114, -3.2839], [-6.7274, -4.8052, -4.8861], [-6.9182, -5.4315, -6.5402], [-5.7469, -6.1556, -5.4299], [-5.6343, -3.3197, -6.5771], [-4.5854, -4.6347, -7.0901], [-1.0183, -5.6087, -4.0632], [-2.1953, -6.0213, -2.7718], [-1.0564, -4.6807, -2.5557], [3.1976, 7.7348, 4.1012], [2.8491, 7.9116, 2.6353], [2.0416, 6.8292, 2.1572], [0.7549, 6.8531, 2.5409], [0.2332, 7.6939, 3.2309], [0.1517, 5.7617, 2.0420], [-1.2054, 5.6076, 2.4649], [3.6668, 6.7619, 4.2691], [3.8793, 8.5207, 4.4331], [2.3053, 7.7694, 4.7295], [3.7671, 7.9001, 2.0429], [2.3568, 8.8697, 2.4480], [-1.7928, 6.5022, 2.2480], [-1.2386, 5.3754, 3.5314], [-1.6350, 4.7735, 1.9164], [3.2495, -6.7129, 5.5276], [3.0177, -7.9923, 4.7468], [3.9141, -9.0305, 5.1659], [3.6210, -9.6090, 6.3392], [2.6840, -9.3414, 7.0517], [4.5685, -10.5252, 6.6002], [4.4322, -11.1440, 7.8785], [4.2970, -6.4073, 5.4610], [2.6189, -5.9081, 5.1446], [3.0253, -6.8467, 6.5879], [3.2245, -7.8110, 3.6893], [1.9798, -8.3293, 4.8190], [3.4371, -11.5742, 8.0073], [4.6421, -10.4184, 8.6676], [5.1664, -11.9476, 7.9415], [1.0459, -10.4986, 9.6898], [-0.1178, -10.5704, 8.7205], [-1.1938, -11.3559, 9.2530], [-1.9294, -10.7614, 10.2041], [-1.7719, -9.6456, 10.6338], [-2.8631, -11.6368, 10.6165], [-3.6508, -11.1632, 11.7074], [1.3690, -11.5032, 9.9770], [1.8876, -9.9687, 9.2414], [0.7674, -9.9804, 10.6099], [0.2074, -11.0684, 7.8042], [-0.4720, -9.5755, 8.4379], [-4.1046, -10.1969, 11.4792], [-3.0368, -11.0961, 12.6081], [-4.4479, -11.8861, 11.8834]]}


3.
{"formula": "C3H6O3", "method": "wB97M-V/def2-TZVPD", "de_lowest_kj_mol": 450.1, "energy_ha": -343.48312, "largest_force_ha_per_bohr": 0.009, "homo_lumo_gap_ev": 8.556, "elements": ["O", "C", "C", "O", "C", "O", "H", "H", "H", "H", "H", "H"], "xyz": [[-1.6488, 0.4740, -0.4358], [-0.9822, -0.8586, 0.4348], [0.4822, -0.6079, 0.0906], [0.5936, -0.4373, -1.3192], [1.0944, 0.6093, 0.7519], [1.5828, 1.5207, 0.1182], [-0.9630, 0.4909, -1.1538], [-2.3638, -0.0668, -0.8048], [-1.1529, -0.4845, 1.4611], [1.0237, -1.5008, 0.4456], [1.2957, 0.2258, -1.4469], [1.0382, 0.6353, 1.8583]]}


4.
{"formula": "C5H9NO", "method": "wB97M-V/def2-TZVPD", "de_lowest_kj_mol": 369.4, "energy_ha": -325.79687, "largest_force_ha_per_bohr": 0.014, "homo_lumo_gap_ev": 9.229, "elements": ["C", "O", "C", "C", "C", "C", "N", "H", "H", "H", "H", "H", "H", "H", "H", "H"], "xyz": [[-1.7570, -0.3921, -2.4464], [-1.1307, -0.7992, -1.2613], [-0.7440, 0.2796, -0.4505], [-0.0347, -0.3175, 0.7474], [2.8906, 0.4194, 2.2578], [0.4956, 0.7591, 1.6615], [1.6694, 0.6053, 1.9865], [-1.9928, -1.2982, -3.0099], [-1.0958, 0.2481, -3.0525], [-2.6871, 0.1614, -2.2421], [-1.6119, 0.8761, -0.1247], [-0.0676, 0.9571, -1.0013], [-0.7545, -0.9053, 1.3268], [3.1582, -0.1888, 3.1195], [0.7510, -1.0035, 0.3929], [3.6513, 0.8893, 1.6379]]}


5.
{"formula": "C4H11N2O", "method": "wB97M-V/def2-TZVPD", "de_lowest_kj_mol": 583.2, "energy_ha": -343.54905, "largest_force_ha_per_bohr": 0.103, "charge": -1, "homo_lumo_gap_ev": 6.109, "elements": ["N", "C", "C", "N", "C", "C", "O", "H", "H", "H", "H", "H", "H", "H", "H", "H", "H", "H"], "xyz": [[1.5451, -0.1134, 1.3876], [1.5240, 1.1631, 0.6281], [2.1586, 0.7832, -0.8614], [2.1406, -0.4702, -1.4488], [-1.8107, -1.5680, 0.3261], [-2.1948, -0.2011, -0.4318], [-2.9565, 0.6752, 0.2327], [0.6255, -0.5536, 1.3127], [1.9432, -0.7686, 0.6034], [0.5331, 1.5436, 0.4505], [2.2972, 1.9527, 0.9921], [2.3390, 1.7665, -1.3914], [1.1029, 0.1507, -1.1471], [-1.3307, -1.4507, 1.3353], [-2.6652, -2.1121, 0.7218], [-1.1519, -2.2964, -0.1133], [-1.1276, 0.0787, -0.9119], [-2.7763, -0.6908, -1.2504]]}